1.
47
Properties=species:S:1:pos:R:3:forces:R:3 method="wB97M-V/def2-TZVPD" homo_ev="-22.60 / -22.53" total_charge=+4 gap_ev="6.02 / 6.34" energy_ev=-38374.298 molar_mass_g_mol=480.1
N -0.144 2.993 -0.166 0.70 0.09 -0.82
C 0.238 4.081 -0.301 -0.70 -0.65 0.70
C 0.569 5.491 -0.246 0.15 0.42 -0.11
H -0.360 6.072 -0.281 0.13 -0.11 -0.01
H 1.215 5.808 -1.070 -0.10 -0.13 0.12
H 1.074 5.696 0.704 -0.05 -0.03 -0.15
N 2.924 -1.763 -1.015 -0.22 0.05 -0.50
C 3.870 -2.423 -1.115 -0.54 0.44 0.45
C 5.063 -3.235 -1.096 0.35 -0.26 -0.12
H 5.808 -2.852 -1.803 -0.14 -0.01 0.10
H 4.826 -4.272 -1.359 -0.01 0.15 0.04
H 5.484 -3.209 -0.086 -0.03 -0.01 -0.12
N -2.832 -0.908 -0.065 -0.35 -1.44 -1.06
C -3.619 -1.750 -0.245 0.73 1.52 0.81
C -4.729 -2.676 -0.254 -0.39 -0.43 -0.11
H -4.554 -3.470 0.482 0.00 0.12 -0.14
H -4.892 -3.131 -1.237 0.08 0.12 0.17
H -5.632 -2.123 0.034 0.16 -0.10 -0.08
Sn 0.343 -0.137 -1.435 0.92 -0.47 5.90
C 0.145 -1.854 0.458 -0.63 -2.52 2.40
O -0.013 -2.607 1.304 0.57 2.07 -2.63
C 1.821 0.736 0.431 2.93 2.35 3.14
O 2.490 1.233 1.231 -2.70 -2.11 -3.28
C 0.815 1.200 -3.280 0.30 0.42 -0.65
C -0.575 1.261 -3.066 -0.44 0.53 -0.59
C -1.338 0.077 -3.046 -0.67 0.18 -0.61
C -0.712 -1.166 -3.248 -0.28 -0.51 -0.66
C 0.683 -1.233 -3.421 -0.04 -0.46 -0.94
C 1.448 -0.050 -3.436 0.38 0.20 -0.94
H 1.423 2.086 -3.173 0.06 0.28 -0.21
H -1.038 2.187 -2.764 -0.10 0.30 -0.18
H -2.370 0.118 -2.734 -0.28 0.00 -0.18
H -1.271 -2.082 -3.132 -0.21 -0.18 -0.17
H 1.179 -2.187 -3.437 0.17 -0.31 -0.18
H 2.522 -0.113 -3.456 0.36 -0.01 -0.19
N 1.253 -0.227 6.586 -0.11 0.01 -0.30
C 0.625 -0.080 5.610 -0.91 0.24 -1.31
C -0.188 0.139 4.436 0.97 -0.20 2.44
C -1.501 0.610 4.566 -1.50 0.56 0.23
C -2.262 0.836 3.429 0.08 0.01 1.03
C -1.655 0.602 2.186 -0.83 0.41 -0.05
N -0.413 0.163 2.079 1.83 -0.66 -0.48
C 0.320 -0.094 3.144 0.15 0.04 -1.19
H -1.883 0.793 5.573 -0.06 -0.03 -0.34
H -3.294 1.192 3.458 0.33 -0.09 0.22
H -2.198 0.747 1.249 0.17 0.11 0.46
H 1.333 -0.479 3.007 -0.22 0.07 0.10

***

2.
47
Properties=species:S:1:pos:R:3:forces:R:3 method="wB97M-V/def2-TZVPD" relative_energy_kj_mol=560.0 homo_ev=-8.47 smiles="Cc1ccc([C@]23Cn4cccc4C(=O)N2CCN3C(=O)c2conc2C)cn1" gap_ev=8.87 energy_ev=-34637.240 molar_mass_g_mol=377.4
O -0.907 -0.825 2.559 0.36 -0.18 -0.58
O -1.075 -0.639 -4.007 -0.46 2.21 -2.08
N -1.599 3.402 3.693 -0.74 -3.27 0.02
N 2.738 -0.226 0.724 -1.49 -3.22 1.82
O -2.850 2.713 3.993 -0.43 -0.89 -1.45
C -1.360 0.137 1.972 0.18 -1.66 -1.47
C -0.894 -0.908 -2.868 -1.65 -1.67 2.82
C -0.902 2.474 3.048 0.95 1.42 -0.25
C -2.890 1.481 3.306 2.46 2.10 0.83
C 0.814 -4.167 -2.726 -1.73 1.11 0.41
C 0.143 -3.053 -3.496 3.36 -2.77 0.16
C -1.664 1.323 2.743 -1.58 0.79 -0.01
C 0.419 -4.067 -1.372 0.03 1.36 -3.46
C -0.352 -2.230 -2.590 -0.53 -1.53 3.02
C 1.476 -0.796 0.701 1.36 2.57 -2.59
C 3.139 0.733 -0.051 1.73 -0.05 1.59
C 2.252 1.347 -0.849 -2.31 1.54 -2.14
C 0.932 0.903 -1.032 1.83 -1.86 2.39
C 0.542 -0.276 -0.269 1.67 1.13 0.77
N -0.359 -2.909 -1.324 -0.43 1.78 1.08
N -1.708 0.068 0.590 -0.11 1.15 0.41
N -1.405 -0.306 -1.723 -0.67 1.15 1.68
C 0.584 2.730 2.751 -1.58 -3.82 -0.57
C 4.631 1.136 0.078 -1.64 0.55 -0.77
C -2.430 1.162 -0.134 0.96 0.84 1.91
C -2.332 0.863 -1.560 1.11 -0.81 -3.41
C -1.163 -2.258 -0.228 -0.16 0.85 -1.30
C -0.888 -0.691 -0.353 -0.74 -2.16 -1.18
H -3.629 0.681 3.289 -0.54 1.01 0.64
H 1.510 -4.915 -3.079 -0.28 0.03 -0.24
H 0.223 -2.803 -4.541 0.19 -0.18 -0.03
H 0.765 -4.744 -0.604 -0.60 0.48 0.41
H 1.345 -1.634 1.383 -0.37 0.31 -0.24
H 2.576 2.248 -1.336 -0.01 0.27 -0.48
H 0.281 1.458 -1.673 -0.35 -0.06 -0.27
H 1.079 2.074 1.976 -0.98 1.04 0.31
H 0.707 3.723 2.700 0.64 3.70 -1.12
H 1.125 2.498 3.614 0.70 -0.73 1.68
H 5.064 0.619 0.887 0.25 -0.54 1.20
H 4.775 2.235 0.232 -0.03 -0.93 -0.59
H 5.105 0.698 -0.795 0.38 0.64 -0.38
H -3.479 1.157 0.207 0.62 0.54 -0.02
H -1.901 2.161 -0.106 -0.84 -0.85 1.27
H -3.297 0.649 -1.988 -0.32 -0.35 -0.36
H -1.938 1.743 -2.123 -0.24 -0.64 0.27
H -2.303 -2.367 -0.376 1.79 -0.08 0.08
H -0.900 -2.604 0.756 0.26 -0.29 0.23

***

3.
44
Properties=species:S:1:pos:R:3:forces:R:3 method="wB97M-V/def2-TZVPD" relative_energy_kj_mol=0.0 homo_ev=-8.28 smiles="COc1ccc(CC(=O)OCc2cc3ccc(C)cc3[nH]c2=O)cc1" gap_ev=8.75 energy_ev=-30729.732 molar_mass_g_mol=337.4
C 1.205 3.959 -1.210 -0.09 0.10 -0.24
H 2.024 4.081 -1.926 -0.04 -0.02 0.02
O 1.650 3.380 -0.008 0.15 -0.25 0.30
C 2.188 2.128 -0.049 0.06 -0.09 0.09
C 2.588 1.597 1.180 -0.12 0.18 -0.10
C 3.125 0.331 1.253 -0.02 0.04 -0.14
C 3.285 -0.440 0.105 0.15 0.09 -0.20
C 2.889 0.091 -1.113 0.13 -0.07 0.22
C 2.347 1.363 -1.199 -0.17 0.33 -0.06
H 2.049 1.741 -2.165 -0.04 0.07 -0.07
H 2.992 -0.498 -2.012 0.01 -0.07 -0.09
C 3.786 -1.858 0.203 -0.30 -0.09 0.09
C 2.570 -2.691 0.563 0.52 -0.10 0.23
O 2.259 -3.011 1.679 -0.08 0.02 0.05
O 1.858 -2.972 -0.534 -0.02 0.17 -0.34
C 0.593 -3.592 -0.351 -0.46 -0.46 0.20
C -0.526 -2.599 -0.210 0.41 0.21 0.02
C -0.348 -1.291 0.071 0.00 -0.53 -0.10
C -1.453 -0.398 0.205 -0.52 0.05 -0.01
C -1.306 0.964 0.495 -0.15 -0.11 -0.03
C -2.408 1.775 0.612 0.04 0.03 0.01
C -3.701 1.261 0.449 0.09 -0.19 -0.05
C -3.860 -0.081 0.165 0.02 0.08 0.02
C -2.750 -0.917 0.040 0.44 0.53 0.12
N -2.890 -2.248 -0.245 -0.36 -0.16 -0.04
C -1.865 -3.156 -0.392 -0.10 0.22 0.02
O -2.106 -4.319 -0.660 0.10 -0.29 -0.03
H -3.824 -2.622 -0.364 0.22 -0.03 -0.01
H -4.850 -0.497 0.038 -0.14 -0.03 -0.02
C -4.883 2.168 0.592 -0.01 0.00 0.01
H -4.923 2.575 1.602 -0.06 0.05 0.05
H -5.811 1.639 0.395 -0.09 0.02 0.00
H -4.804 3.006 -0.098 -0.05 0.07 -0.03
H -2.284 2.824 0.837 0.03 0.13 0.03
H -0.312 1.362 0.631 0.13 0.05 0.02
H 0.644 -0.882 0.201 0.14 0.01 -0.01
H 0.622 -4.232 0.541 0.01 0.05 -0.24
H 0.414 -4.221 -1.227 0.08 0.09 0.15
H 4.530 -1.957 0.991 -0.05 -0.07 -0.05
H 4.188 -2.194 -0.752 0.05 0.00 0.04
H 3.414 -0.075 2.211 0.03 -0.04 0.13
H 2.459 2.200 2.065 -0.01 0.08 0.11
H 0.405 3.368 -1.668 0.04 0.01 0.01
H 0.817 4.939 -0.938 0.01 -0.06 -0.07

***

4.
44
Properties=species:S:1:pos:R:3:forces:R:3 method="wB97M-V/def2-TZVPD" relative_energy_kj_mol=149.4 homo_ev=-7.37 gap_ev=7.19 energy_ev=-30728.184 molar_mass_g_mol=337.4
C 1.564 -0.696 5.149 0.26 0.22 0.20
H 2.632 -0.907 5.079 -0.09 0.02 0.06
H 1.432 0.366 5.366 0.03 -0.10 0.03
H 1.104 -1.305 5.924 0.01 0.02 -0.03
O 0.911 -1.040 3.938 -0.13 -0.10 -0.29
C 1.369 -0.401 2.832 -0.03 -0.03 0.30
O 2.273 0.403 2.903 -0.04 -0.06 -0.01
C 0.686 -0.793 1.611 -0.38 -0.21 0.04
C -0.461 -1.535 1.463 0.50 0.31 0.44
N -0.747 -1.686 0.133 0.00 -0.16 0.04
C 0.207 -1.046 -0.664 0.16 -0.24 -0.58
O 0.223 -1.144 -1.870 -0.05 -0.10 0.13
C 1.125 -0.388 0.281 0.70 0.54 0.10
C 2.140 0.467 -0.001 -0.66 -0.59 0.07
C 2.506 1.029 -1.253 1.03 0.75 -0.06
C 3.545 1.913 -1.508 -0.64 -0.59 0.31
C 3.474 2.225 -2.874 -0.40 -0.19 -0.42
C 2.404 1.520 -3.358 0.68 0.61 -0.21
O 1.826 0.807 -2.397 -0.23 -0.18 0.08
H 1.980 1.455 -4.341 -0.13 -0.09 -0.09
H 4.119 2.877 -3.427 0.09 0.11 -0.17
H 4.254 2.277 -0.793 0.11 0.04 0.22
H 2.734 0.816 0.834 -0.03 0.02 -0.03
C -1.959 -2.195 -0.451 -0.38 -0.03 -0.13
H -1.701 -2.496 -1.471 -0.04 -0.06 0.16
H -2.314 -3.064 0.106 0.07 0.02 -0.06
C -3.043 -1.098 -0.513 0.24 -0.10 -0.08
C -2.471 0.124 -1.176 -0.26 0.08 0.05
C -2.479 0.250 -2.558 -0.06 0.05 0.06
C -1.842 1.313 -3.170 -0.01 -0.02 -0.10
C -1.184 2.263 -2.408 0.04 0.10 -0.03
C -1.181 2.153 -1.029 0.07 0.09 0.03
C -1.823 1.091 -0.418 -0.15 0.02 -0.02
H -1.809 1.009 0.661 0.00 -0.03 0.11
H -0.666 2.887 -0.426 0.04 0.07 0.04
H -0.673 3.085 -2.886 0.04 0.07 -0.04
H -1.848 1.394 -4.247 0.00 0.01 -0.10
H -2.974 -0.500 -3.159 -0.05 -0.10 -0.07
H -3.378 -0.851 0.497 -0.05 -0.03 -0.01
H -3.894 -1.484 -1.077 -0.06 0.00 0.05
C -1.347 -2.150 2.484 0.02 0.02 0.08
H -1.305 -3.237 2.402 -0.04 -0.08 -0.01
H -2.380 -1.842 2.333 -0.09 -0.02 -0.03
H -1.027 -1.865 3.479 -0.07 -0.04 -0.05

***

5.
44
Properties=species:S:1:pos:R:3:forces:R:3 method="wB97M-V/def2-TZVPD" relative_energy_kj_mol=336.5 homo_ev=-7.41 gap_ev=5.33 energy_ev=-30726.244 molar_mass_g_mol=337.4
C -1.504 -0.397 2.663 -0.34 -0.33 -0.23
C -0.170 0.158 3.067 0.53 -0.01 0.07
C 0.844 -0.889 2.543 -0.02 -0.45 -0.27
O 2.062 -0.788 2.707 -0.66 -0.10 -0.17
N 0.204 -1.922 1.882 -0.35 0.57 0.30
C -1.157 -1.707 1.906 0.26 -0.14 -0.12
O -2.025 -2.431 1.403 0.68 0.33 0.29
H -2.115 -0.631 3.545 -0.15 0.04 -0.47
H -2.029 0.295 1.991 -0.20 -0.41 0.24
H 0.016 1.128 2.586 0.24 -0.22 0.36
H -0.092 0.242 4.160 0.30 0.19 -0.35
C 2.232 -2.391 -5.822 0.07 -0.13 0.40
O 2.914 -2.072 -4.593 -0.21 -0.67 0.83
C 2.626 -2.762 -3.456 -0.37 0.17 0.17
C 3.191 -2.293 -2.232 -0.23 -0.13 -0.82
C 2.782 -2.834 -1.035 -0.29 -0.09 -0.10
C 1.823 -3.891 -0.989 0.48 0.05 -0.68
C 1.349 -4.309 0.274 -0.10 0.01 0.43
C 0.260 -5.155 0.565 -0.43 -0.11 -0.05
C 0.217 -5.753 1.863 -0.35 -0.15 -0.07
C -0.774 -6.652 2.199 -0.25 0.16 -1.19
C -1.732 -6.984 1.208 0.21 -0.33 0.07
O -2.601 -7.963 1.587 1.05 1.01 0.26
C -2.227 -8.362 2.958 -0.39 -0.38 -0.42
C -1.093 -7.457 3.425 0.19 0.40 0.36
C -1.747 -6.386 -0.067 -0.20 -0.23 0.50
C -0.793 -5.434 -0.362 0.18 -0.29 0.30
C 1.437 -4.475 -2.230 -0.23 0.28 0.30
C 1.767 -3.887 -3.432 0.30 0.33 -0.31
H 2.663 -1.682 -6.515 -0.10 -0.02 -0.27
H 2.435 -3.420 -6.155 0.03 0.30 0.16
H 1.144 -2.236 -5.744 0.37 -0.01 0.12
H 3.900 -1.473 -2.284 -0.14 -0.09 0.09
H 3.141 -2.417 -0.095 -0.10 -0.02 -0.17
H 1.912 -3.945 1.138 -0.19 -0.05 -0.21
H 1.011 -5.507 2.556 -0.06 0.07 0.10
H -3.126 -8.263 3.570 0.12 -0.10 -0.14
H -1.916 -9.411 2.910 -0.20 0.18 -0.03
H -0.239 -8.035 3.782 -0.04 0.07 0.02
H -1.440 -6.808 4.235 0.19 -0.05 -0.07
H -2.520 -6.691 -0.761 0.03 0.24 -0.02
H -0.855 -4.894 -1.306 -0.01 -0.12 0.41
H 0.858 -5.397 -2.234 0.16 0.29 -0.03
H 1.360 -4.266 -4.371 0.23 -0.06 0.40